1.
{"formula": "C3H5BrO", "method": "the ωB97M-V functional and the def2-TZVPD basis", "elements": ["C", "C", "C", "O", "Br", "H", "H", "H", "H", "H"], "positions_angstrom": [[-0.2146, -0.8112, -1.1381], [0.1241, 1.0985, 0.4398], [0.0744, -0.4329, 0.2731], [-0.9962, -0.3184, -1.8797], [1.5053, -1.3375, 1.0094], [0.3108, -1.7558, -1.5018], [-0.1812, 1.5813, 1.3981], [-0.5323, 1.5854, -0.3223], [1.2542, 1.3465, 0.5390], [-1.3446, -0.9560, 1.1825]], "orbital_gap_ev": 9.3, "lumo_ev": -0.704, "e_above_lowest_kcal_mol": 62.0, "spin_multiplicity": 1}

2.
{"formula": "C3H5BrO2", "method": "the ωB97M-V functional and the def2-TZVPD basis", "elements": ["C", "C", "C", "O", "O", "Br", "H", "H", "H", "H", "H"], "positions_angstrom": [[1.2879, -0.2642, -0.2226], [0.1585, 0.6932, -0.4926], [-1.1529, 0.1964, -0.7499], [1.1823, 0.4020, -1.4245], [-1.5041, -0.9081, 1.6807], [-0.2208, -0.4244, 2.6126], [1.9469, 0.0444, 0.5860], [1.3297, -1.4575, -0.2020], [0.1951, 1.7217, -0.1647], [-1.2348, -0.8350, -1.0875], [-1.9877, 0.8314, -0.5355]], "orbital_gap_ev": [5.8, 5.8], "lumo_ev": [-2.291, -2.289], "e_above_lowest_kcal_mol": 160.1, "spin_multiplicity": 1}

3.
{"formula": "C3H5BrO2S", "method": "the ωB97M-V functional and the def2-TZVPD basis", "elements": ["C", "C", "C", "O", "O", "S", "Br", "H", "H", "H", "H", "H"], "positions_angstrom": [[-0.1131, -0.2649, -1.2649], [0.3112, 0.3657, 0.1173], [-0.8227, 0.9997, 0.9592], [-0.2761, -2.4074, 0.5563], [2.0452, -1.7058, -0.0485], [0.6327, -1.4531, -0.0282], [1.9909, 1.2256, 0.0055], [-1.2128, -0.4614, -1.4699], [0.5218, 0.1707, -2.1921], [-0.2624, 1.1917, 1.8453], [-1.6556, 0.3312, 1.1576], [-1.1589, 2.0081, 0.3625]], "orbital_gap_ev": 10.3, "lumo_ev": 0.501, "e_above_lowest_kcal_mol": 37.3, "spin_multiplicity": 1}

4.
{"formula": "C3H5BrOS", "method": "the ωB97M-V functional and the def2-TZVPD basis", "elements": ["C", "C", "O", "S", "C", "Br", "H", "H", "H", "H", "H"], "positions_angstrom": [[2.0146, 0.4958, -0.6860], [0.6856, 0.6717, -0.0293], [0.4241, 1.6980, 0.5035], [-0.3663, -0.8185, -0.1390], [-2.0730, -0.9250, 0.7005], [-3.4845, 0.0155, -0.2046], [2.0871, -0.3346, -1.3712], [2.7479, 0.3995, 0.1169], [2.2172, 1.4409, -1.1895], [-2.2402, -1.9961, 0.5579], [-2.0126, -0.6472, 1.7408]], "orbital_gap_ev": 10.3, "lumo_ev": 0.589, "e_above_lowest_kcal_mol": 0.0, "spin_multiplicity": 1, "smiles": "CC(=O)SCBr"}

5.
{"formula": "C3H5BrS", "method": "the ωB97M-V functional and the def2-TZVPD basis", "elements": ["S", "C", "Br", "H", "C", "C", "H", "H", "H", "H"], "positions_angstrom": [[0.2356, 2.9210, -1.1347], [0.8846, 1.8187, -0.1758], [0.4876, 1.9029, 1.7584], [1.6271, 0.9983, -0.5014], [-0.8524, -0.8803, -0.3817], [-0.2122, -1.6838, 0.3874], [-1.6167, -0.2306, 0.1131], [-0.6049, -0.9358, -1.3693], [-0.4703, -1.7398, 1.4131], [0.5216, -2.1705, -0.1091]], "orbital_gap_ev": 8.5, "lumo_ev": -0.766, "e_above_lowest_kcal_mol": 46.1, "spin_multiplicity": 1, "smiles": "S=CBr.C=C"}

6.
{"formula": "C3H5BrS", "method": "the ωB97M-V functional and the def2-TZVPD basis", "elements": ["C", "C", "C", "S", "Br", "H", "H", "H", "H", "H"], "positions_angstrom": [[0.0507, -0.1047, 0.5662], [1.2521, -0.0531, -0.3682], [-1.3114, 0.2367, 0.1202], [0.8396, -1.7002, -0.1924], [2.9824, 0.5484, 0.0569], [0.1320, -0.2508, 1.6423], [0.8123, 0.4147, -1.7339], [-1.8982, -0.5532, 0.6416], [-1.3861, 0.1864, -1.0663], [-1.4734, 1.2758, 0.3336]], "orbital_gap_ev": 9.5, "lumo_ev": 0.562, "e_above_lowest_kcal_mol": 52.1, "spin_multiplicity": 1}

7.
{"formula": "C3H5BrSi", "method": "the ωB97M-V functional and the def2-TZVPD basis", "elements": ["C", "C", "C", "Si", "Br", "H", "H", "H", "H", "H"], "positions_angstrom": [[-0.3864, -2.4824, 0.0485], [-0.2516, -1.2863, 0.2793], [-0.0110, 0.0542, 0.6142], [0.1815, 1.3139, -0.8651], [-1.2224, 0.7093, 1.8929], [-0.2076, -3.4877, -0.2070], [1.2487, 0.0222, 1.2212], [1.4985, 1.1596, -1.4234], [0.1762, 2.6632, 0.0542], [-1.0259, 1.3340, -1.6148]], "orbital_gap_ev": 10.0, "lumo_ev": 0.570, "e_above_lowest_kcal_mol": 72.6, "spin_multiplicity": 1}

8.
{"formula": "C3H5Cl2N2", "method": "the ωB97M-V functional and the def2-TZVPD basis", "elements": ["C", "C", "C", "N", "N", "Cl", "Cl", "H", "H", "H", "H", "H"], "positions_angstrom": [[-0.7861, -0.5330, -0.4929], [0.8804, 1.0729, 0.5099], [1.8263, 0.1674, 1.1943], [-0.1827, 0.7485, -0.1733], [-0.2229, -1.5157, 0.0300], [1.0710, 0.4801, 2.8120], [3.4352, 0.8179, 1.0737], [-1.5839, -0.2272, -1.1125], [1.2826, 2.0332, 0.6757], [1.8187, -0.8264, 0.8671], [-0.7873, 1.5199, -0.5345], [-0.6792, -2.4083, -0.1392]], "orbital_gap_ev": 9.8, "lumo_ev": -5.759, "charge": 1, "e_above_lowest_kcal_mol": 51.8, "spin_multiplicity": 1}

9.
{"formula": "C3H5Cl2N2", "method": "the ωB97M-V functional and the def2-TZVPD basis", "elements": ["C", "C", "C", "N", "N", "Cl", "Cl", "H", "H", "H", "H", "H"], "positions_angstrom": [[0.4596, -0.3729, -0.2605], [1.6419, 0.3800, -0.1467], [0.9215, 0.1935, 0.9822], [0.8387, 0.2477, 2.2298], [-0.3898, -0.9521, -1.1141], [3.0232, 0.9046, -1.0089], [-3.2123, 0.0589, -1.3468], [0.1315, -0.4516, 2.6515], [1.4726, 0.5755, 2.9373], [-1.3653, -0.8785, -0.8691], [-3.3670, 1.1490, -1.9908], [-0.1547, -0.8541, -2.0638]], "orbital_gap_ev": 10.7, "lumo_ev": -3.340, "charge": 1, "e_above_lowest_kcal_mol": 51.4, "spin_multiplicity": 1}

10.
{"formula": "C3H5Cl2NO5", "method": "the ωB97M-V functional and the def2-TZVPD basis", "elements": ["C", "C", "Cl", "C", "Cl", "O", "O", "O", "N", "O", "O", "H", "H", "H", "H", "H"], "positions_angstrom": [[1.3807, 0.3412, -0.9718], [1.0508, -0.4758, 0.1965], [1.1582, -2.2274, -0.0774], [1.7473, -0.0973, 1.5295], [0.8921, -0.7358, 2.9516], [-0.2857, -0.1204, 0.3767], [-1.0865, -0.3524, -0.8922], [-2.0615, 0.8582, -0.9041], [-3.4782, 0.3395, -0.5985], [-3.9787, 0.7773, 0.3523], [-3.9123, -0.5619, -1.2522], [0.9203, 1.3123, -0.8292], [2.4211, 0.4278, -1.2518], [0.7984, -0.0272, -1.8341], [2.7592, -0.4550, 1.5350], [1.6746, 0.9970, 1.6697]], "orbital_gap_ev": 9.8, "lumo_ev": -1.297, "e_above_lowest_kcal_mol": 16.1, "spin_multiplicity": 1, "smiles": "C[C@@](Cl)(CCl)OOO[N+](=O)[O-]"}

11.
{"formula": "C3H5Cl2NS", "method": "the ωB97M-V functional and the def2-TZVPD basis", "elements": ["S", "N", "C", "Cl", "H", "H", "C", "C", "Cl", "H", "H", "H"], "positions_angstrom": [[2.4495, -0.7501, -0.4320], [1.0954, 0.1545, -0.8224], [0.6589, 1.1872, -0.1985], [1.5933, 1.7994, 1.0873], [0.7571, 0.0513, -1.8499], [0.1598, 2.0353, -0.7071], [-1.0860, -0.4007, 1.4256], [-1.5435, 0.3812, 0.4525], [-2.0556, 0.0549, -1.0772], [-0.7964, 0.0223, 2.3014], [-0.7842, -1.3745, 1.1753], [-1.8468, 1.4438, 0.6978]], "orbital_gap_ev": [7.6, 7.6], "lumo_ev": [-0.351, -0.349], "e_above_lowest_kcal_mol": 75.3, "spin_multiplicity": 1, "smiles": "[S-]/[NH+]=C\\Cl.C=CCl"}

12.
{"formula": "C3H5Cl2NS", "method": "the ωB97M-V functional and the def2-TZVPD basis", "elements": ["C", "C", "C", "N", "S", "Cl", "Cl", "H", "H", "H", "H", "H"], "positions_angstrom": [[3.0918, 0.3405, 0.0282], [0.0563, 0.0572, -0.5999], [0.3127, -0.2084, 0.9227], [1.5257, -0.8683, 1.2277], [3.7377, -0.5857, -1.0794], [3.2384, 1.8891, 0.5897], [1.7543, -2.3561, 0.4776], [0.2292, 0.9996, -0.9530], [0.6392, -0.6444, -1.3449], [-0.9881, -0.0239, -0.7592], [0.2160, 0.8063, 1.5021], [-0.5792, -0.8879, 1.4633]], "orbital_gap_ev": [7.5, 8.1], "lumo_ev": [-0.710, -0.599], "e_above_lowest_kcal_mol": 117.6, "spin_multiplicity": 1}

13.
{"formula": "C3H5Cl4NOS", "method": "the ωB97M-V functional and the def2-TZVPD basis", "elements": ["S", "C", "Cl", "Cl", "C", "N", "C", "O", "H", "H", "H", "Cl", "H", "Cl", "H"], "positions_angstrom": [[-1.7648, 3.8583, 0.6029], [-2.6516, 3.1185, -0.5173], [-2.0025, 2.4139, -1.8201], [-4.3815, 3.1983, -0.6708], [2.5674, -3.2388, 0.6073], [1.7539, -2.1050, 0.8410], [0.9757, -1.3383, 0.3761], [0.1035, -0.6172, 0.2039], [3.4065, -3.3407, 1.3691], [3.0245, -3.1765, -0.4188], [2.1649, -4.2479, 0.6877], [1.5231, 3.0141, -0.4428], [0.3533, 3.1050, 0.0489], [-3.2307, -0.3742, -0.4494], [-1.8417, -0.2694, -0.4179]], "orbital_gap_ev": 8.7, "lumo_ev": -1.033, "e_above_lowest_kcal_mol": 0.0, "spin_multiplicity": 1, "smiles": "S=C(Cl)Cl.CN=C=O.Cl.Cl"}

14.
{"formula": "C3H5ClF2N2", "method": "the ωB97M-V functional and the def2-TZVPD basis", "elements": ["H", "N", "C", "N", "C", "C", "F", "F", "Cl", "H", "H", "H", "H"], "positions_angstrom": [[2.6704, -0.2573, -0.6150], [2.0875, 0.5333, -0.3458], [0.8739, 0.3306, -0.1490], [0.1879, -0.9023, -0.2164], [-1.1885, -1.1885, -0.2282], [0.0073, 1.4266, 0.4696], [-0.4299, 1.0762, 1.7136], [-1.1116, 1.5801, -0.2585], [0.7814, 3.0050, 0.5975], [0.8144, -1.7185, -0.2614], [-1.7131, -0.8719, 0.6871], [-1.2626, -2.2498, -0.2620], [-1.7171, -0.7636, -1.1314]], "orbital_gap_ev": 10.2, "lumo_ev": 0.736, "e_above_lowest_kcal_mol": 3.2, "spin_multiplicity": 1, "smiles": "[H]/N=C(\\NC)C(F)(F)Cl"}

15.
{"formula": "C3H5ClFNO3", "method": "the ωB97M-V functional and the def2-TZVPD basis", "elements": ["C", "C", "C", "N", "O", "O", "O", "F", "Cl", "H", "H", "H", "H", "H"], "positions_angstrom": [[-1.3930, -0.8841, 0.7068], [-0.5727, -0.0015, -0.2290], [0.8523, 0.1993, 0.1807], [1.5679, 1.2328, -0.5860], [1.2914, 2.3331, -0.2535], [2.2468, 0.9403, -1.5331], [-0.5871, -0.4016, -1.5524], [0.6964, 1.2142, 1.7135], [1.8385, -1.0809, 0.7118], [-2.4631, -0.6289, 0.7090], [-1.1625, -0.6911, 1.8577], [-1.1572, -1.9675, 0.4619], [-0.9323, 0.9847, -0.3005], [-0.2255, -1.2487, -1.8869]], "orbital_gap_ev": 10.3, "lumo_ev": -0.980, "e_above_lowest_kcal_mol": 44.9, "spin_multiplicity": 1}

16.
{"formula": "C3H5ClINO", "method": "the ωB97M-V functional and the def2-TZVPD basis", "elements": ["C", "C", "C", "N", "O", "Cl", "I", "H", "H", "H", "H", "H"], "positions_angstrom": [[-0.1033, -1.5247, -0.4280], [-0.4046, 1.0254, 1.0530], [-0.7978, -0.4182, 1.2043], [0.9541, -1.0721, -0.8432], [0.9714, 1.2116, 1.1381], [-0.1110, -1.2104, 2.5877], [-2.9201, -0.6955, 1.0259], [-0.7962, -2.3193, -0.6475], [-0.8145, 1.3980, 0.1006], [-0.8484, 1.6098, 1.8685], [1.4543, -1.4799, -1.6299], [1.3930, 0.6565, 0.4680]], "orbital_gap_ev": 9.2, "lumo_ev": 0.311, "e_above_lowest_kcal_mol": 50.7, "spin_multiplicity": 1}

17.
{"formula": "C3H5ClInNO4P", "method": "the ωB97M-V functional and the def2-TZVPD basis", "elements": ["C", "C", "In", "Cl", "N", "C", "O", "P", "O", "O", "O", "H", "H", "H", "H", "H"], "positions_angstrom": [[-0.9577, 2.4374, 1.9098], [-1.3731, 1.9529, 0.5469], [-0.8211, -0.1718, -0.0418], [-2.8627, -1.3543, -0.8683], [-0.0810, -1.3289, 1.6517], [0.6013, -2.4032, 1.0776], [1.0011, -3.6557, 0.7659], [1.0751, -0.2780, -1.7792], [0.8824, 0.7275, -2.9833], [2.5545, 0.0160, -0.8460], [1.0361, -1.9402, -2.3921], [0.1233, 2.3570, 2.3542], [-1.7840, 2.9506, 2.5773], [-1.9978, 2.6754, -0.1594], [2.2335, 0.4661, 0.0100], [0.3698, -2.4509, -1.8233]], "orbital_gap_ev": 8.1, "lumo_ev": 2.809, "charge": -1, "e_above_lowest_kcal_mol": 119.3, "spin_multiplicity": 1}

18.
{"formula": "C3H5ClN2", "method": "the ωB97M-V functional and the def2-TZVPD basis", "elements": ["H", "N", "C", "N", "C", "C", "Cl", "H", "H", "H", "H"], "positions_angstrom": [[0.0356, -1.6614, -0.8612], [-1.1348, -1.6464, -0.6177], [-1.3343, -0.7289, 0.2404], [-0.7090, 0.3656, 0.4074], [0.3527, 1.0845, -0.1735], [1.6034, 0.4788, -0.3774], [1.8861, -1.1424, 0.3045], [-2.2432, -0.7562, 0.8957], [-1.0156, 0.7745, 1.4655], [0.1574, 2.2073, -0.3262], [2.4016, 1.0246, -0.9575]], "orbital_gap_ev": 9.2, "lumo_ev": 0.459, "e_above_lowest_kcal_mol": 57.5, "spin_multiplicity": 1, "smiles": "[H]/N=C\\N/C=C\\Cl"}

19.
{"formula": "C3H5ClN2O", "method": "the ωB97M-V functional and the def2-TZVPD basis", "elements": ["O", "C", "N", "N", "C", "C", "Cl", "H", "H", "H", "H", "H"], "positions_angstrom": [[2.3284, -1.7552, -0.0783], [1.3621, -1.0399, -0.2865], [1.3588, 0.3300, 0.0157], [0.5468, 1.2395, -0.5401], [-0.6926, 1.0710, -0.3059], [-1.2950, 0.0824, 0.5868], [-2.2526, -1.1653, -0.3369], [0.3880, -1.4332, -0.7461], [2.2627, 0.7024, 0.0703], [-1.3374, 1.7779, -0.8195], [-0.5873, -0.4139, 1.2705], [-2.0819, 0.6042, 1.1700]], "orbital_gap_ev": 10.0, "lumo_ev": 0.341, "e_above_lowest_kcal_mol": 42.8, "spin_multiplicity": 1, "smiles": "O=CN/N=C\\CCl"}

20.
{"formula": "C3H5ClN2S", "method": "the ωB97M-V functional and the def2-TZVPD basis", "elements": ["C", "C", "C", "N", "N", "S", "Cl", "H", "H", "H", "H", "H"], "positions_angstrom": [[-1.4786, -0.7276, -0.7547], [1.1037, 0.3956, 0.5274], [0.6867, 0.9425, -0.7849], [0.1187, -0.0339, 1.4718], [-2.6069, -1.1773, -0.6154], [-0.1767, -0.3927, -1.7213], [0.4830, -1.3850, 2.4267], [1.6921, -0.4380, 0.3090], [1.9017, 1.1247, 1.0708], [0.0183, 1.7361, -0.5965], [1.6191, 1.1652, -1.3639], [-3.3612, -1.2096, 0.0311]], "s2": 2.01, "orbital_gap_ev": [7.1, 8.5], "lumo_ev": [0.754, -1.052], "e_above_lowest_kcal_mol": 9.6, "spin_multiplicity": 3}